Here is C24H41F3IrO3P2S as an isolated structure at a distorted geometry from the OMol25 dataset. Energies are from wB97M-V/def2-TZVPD.

Computed properties:
E_LUMO (spin up / spin down): -6.800 / -9.427 eV
Net charge: +2
⟨S²⟩: 8.762
Strongest force on any atom: 4.8 eV/A
Gap between HOMO and LUMO (spin up / spin down): 0.2577 / 0.1881 Ha
ΔE to the lowest compared entry with this formula, charge and spin: 0.00 kJ/mol
Spin multiplicity: 6

Geometry as XYZ:
```
75
Properties=species:S:1:pos:R:3:lowdin_spin:R:1
Ir -0.966 -0.824 -2.535 0.991
C -0.712 -2.174 2.529 0.331
C 0.612 -2.544 2.155 0.303
C 0.755 -0.826 3.679 0.328
C -0.619 -1.143 3.503 0.330
C 1.512 -1.709 2.868 0.317
C -1.962 -2.774 2.033 0.053
H -1.844 -3.124 1.000 0.005
H -2.770 -2.031 2.058 0.006
H -2.271 -3.634 2.648 0.021
C -1.727 -0.553 4.259 0.054
H -2.647 -1.123 4.096 0.000
H -1.889 0.488 3.943 0.022
H -1.480 -0.554 5.331 0.014
C 1.287 0.185 4.601 0.052
H 0.963 -0.047 5.628 0.018
H 0.914 1.185 4.333 0.018
H 2.382 0.198 4.554 -0.001
C 2.984 -1.772 2.833 0.046
H 3.380 -2.260 3.737 0.019
H 3.427 -0.767 2.785 0.009
H 3.330 -2.349 1.969 0.001
C 1.007 -3.638 1.248 0.043
H 1.412 -4.482 1.828 0.017
H 1.791 -3.315 0.549 0.010
H 0.152 -4.005 0.671 0.001
C -1.682 0.774 -3.474 0.171
C -1.860 -0.470 -4.255 0.118
C -0.880 -0.738 -5.384 0.045
C 0.571 -0.911 -4.891 0.034
C 0.774 -0.753 -3.365 0.089
C 1.363 0.602 -2.951 0.024
C 0.784 1.773 -3.773 0.007
C -0.742 1.890 -3.929 0.049
H -0.940 0.062 -6.138 0.008
H 1.220 -0.205 -5.413 0.005
H -1.190 -1.666 -5.885 0.001
H -0.946 2.101 -4.991 0.011
H -2.571 1.109 -2.922 0.003
H -2.899 -0.808 -4.362 0.007
H -1.059 2.784 -3.372 0.001
H 1.138 2.716 -3.332 0.000
H 2.436 0.532 -3.218 0.001
H 1.236 1.756 -4.781 0.000
H 0.903 -1.915 -5.191 0.000
H 1.441 -1.554 -3.026 0.020
P -1.138 0.229 -0.395 0.727
C -2.759 1.037 -0.185 0.100
C -1.391 -2.624 -1.791 0.268
P 1.674 1.123 -1.162 0.008
C 0.058 1.636 -0.520 0.099
C 2.071 -0.379 -0.260 0.022
C 2.862 2.395 -0.846 0.001
H -2.797 1.492 0.817 0.009
H -3.530 0.259 -0.257 0.000
H -2.926 1.796 -0.956 0.021
H -1.578 -3.242 -2.684 0.033
H -2.262 -2.617 -1.119 0.009
H -0.521 -3.052 -1.273 0.036
H 2.770 3.184 -1.602 0.000
H 3.867 1.957 -0.889 0.000
H 2.666 2.806 0.157 0.000
H 0.268 1.943 0.523 0.013
H -0.349 2.509 -1.059 0.011
H 2.676 -0.113 0.623 0.001
H 2.618 -1.086 -0.906 0.001
H 1.154 -0.882 0.088 0.020
F -0.258 5.024 4.130 0.000
C -1.117 3.991 3.982 0.000
F -1.000 3.170 5.065 0.000
F -2.382 4.472 3.940 0.000
S -0.745 3.014 2.435 0.002
O -0.934 3.967 1.348 0.001
O 0.633 2.557 2.649 0.004
O -1.751 1.942 2.495 0.012
```